a.
This record from the Open Molecules 2025 dataset describes an isolated molecule of C5H10O2. The level of theory is ωB97M-V/def2-TZVPD.

Calculated values
LUMO level: 1.10 eV
total charge: 0
SMILES string: C1CCOCOC1
Kohn-Sham gap: 10.784 eV

Geometry as XYZ:
```
17
C5H10O2 | the Open Molecules 2025 dataset | ωB97M-V/def2-TZVPD
C -1.43284 -1.01758 -0.39331
C -0.44879 -0.19267 -1.41856
C 0.90290 -0.07381 -1.09939
O 1.11538 1.02056 -0.25786
C 1.00745 0.66003 1.01576
O 0.20585 -0.42336 1.22414
C -1.28900 -0.00948 0.94647
H -0.96099 -2.01911 -0.00536
H -2.54134 -1.14219 -0.80857
H -0.52852 -0.54197 -2.54156
H -0.87175 0.84840 -1.38943
H 1.57169 0.06261 -1.88997
H 1.46951 -1.10189 -0.88409
H 1.90957 0.56823 1.70523
H 0.51696 1.63994 1.46195
H -1.98768 -0.27778 1.72230
H -1.58567 0.98715 0.59347
```

=====

b.
This record from the Open Molecules 2025 dataset describes a cluster of 2 separate species, C5H10O2 in total. The level of theory is ωB97M-V/def2-TZVPD.

Calculated values
LUMO level: 0.52 eV
total charge: 0
SMILES string: C=C/C=C(/C)O.O
Kohn-Sham gap: 9.204 eV

Geometry as XYZ:
```
17
C5H10O2 | the Open Molecules 2025 dataset | ωB97M-V/def2-TZVPD
C -1.86068 -1.84044 -0.37089
C -1.56798 -0.65456 0.15573
C -0.22831 -0.28100 0.61811
C 0.12979 0.99885 0.75774
C 1.55034 1.48776 0.74474
O -0.82023 2.01313 0.77808
H -2.90122 -2.08905 -0.53000
H -1.08479 -2.58290 -0.44068
H -2.38159 0.03413 0.36943
H 0.45015 -1.06682 0.92031
H 1.92634 1.98403 1.63361
H 1.66313 2.13248 -0.12511
H 2.20669 0.62445 0.62741
H -0.82842 2.45353 -0.08246
O 1.25656 -1.33655 -2.00182
H 1.01131 -0.40343 -1.98064
H 1.47892 -1.47362 -1.07355
```

=====

It turns out b is the most stable, with the second structure 0.0823 hartree higher.

=====

a.
This record from the Open Molecules 2025 dataset describes an isolated molecule of C3H6N2O2. The level of theory is ωB97M-V/def2-TZVPD.

Calculated values
LUMO level: 0.25 eV
total charge: 0
SMILES string: C/N=N/C(O)=C\O
Kohn-Sham gap: 8.190 eV

Geometry as XYZ:
```
13
C3H6N2O2 | the Open Molecules 2025 dataset | ωB97M-V/def2-TZVPD
C -1.31262 1.10984 1.52719
N -1.00116 0.62247 0.18371
N 0.19391 0.81863 -0.11994
C 0.66160 -0.04250 -1.07771
O 0.81853 0.43805 -2.35914
C 0.99745 -1.30606 -0.79939
O 0.89977 -1.86140 0.45415
H -1.90885 2.02392 1.47625
H -0.41242 1.30117 2.12319
H -1.89524 0.34379 2.04877
H 0.49839 1.35413 -2.29340
H 1.37350 -1.99018 -1.54830
H 1.08713 -2.81185 0.38461
```

=====

b.
This record from the Open Molecules 2025 dataset describes an isolated molecule of C3H6N2O2. The level of theory is ωB97M-V/def2-TZVPD.

Calculated values
LUMO level: 0.84 eV
total charge: 0
SMILES string: C1=NOCCON1
Kohn-Sham gap: 10.223 eV

Geometry as XYZ:
```
13
C3H6N2O2 | the Open Molecules 2025 dataset | ωB97M-V/def2-TZVPD
C -1.51674 -0.82566 0.01751
N -0.52712 -1.58371 -0.11949
O 0.57794 -1.08724 -0.92992
C 1.39765 -0.41657 -0.06233
C 0.59010 0.90825 0.26861
O -0.35573 1.04785 -0.77497
N -1.58134 0.44238 -0.46285
H -2.30273 -1.29295 0.75446
H 1.81188 -1.10878 0.77897
H 2.28757 0.06469 -0.71263
H 0.37929 1.00443 1.35156
H 1.25659 1.67863 -0.06094
H -2.01735 1.16867 -0.04795
```

=====

c.
This record from the Open Molecules 2025 dataset describes a structure of composition C3H6N2O2. The level of theory is ωB97M-V/def2-TZVPD.

Calculated values
LUMO level: 0.57 eV
total charge: 0
Kohn-Sham gap: 9.742 eV

Geometry as XYZ:
```
13
C3H6N2O2 | the Open Molecules 2025 dataset | ωB97M-V/def2-TZVPD
C -1.80570 0.98641 0.76721
C -1.85696 0.41826 2.11051
C 0.29568 -0.56341 -2.14921
N -0.41915 0.23071 -1.19025
N -1.32468 -0.29734 -0.52493
O -1.81360 2.07984 0.36291
O -1.82792 -1.39144 -0.49756
H -2.61255 0.82925 2.76581
H -0.87762 0.58060 2.58694
H -1.93213 -0.59808 1.93573
H 1.31424 -0.42822 -1.86602
H 0.31907 0.09224 -3.08234
H 0.06135 -1.55321 -2.27749
```

=====

d.
This record from the Open Molecules 2025 dataset describes a structure of composition C3H6N2O2. The level of theory is ωB97M-V/def2-TZVPD.

Calculated values
LUMO level: 0.14 eV
total charge: 0
Kohn-Sham gap: 9.286 eV

Geometry as XYZ:
```
13
C3H6N2O2 | the Open Molecules 2025 dataset | ωB97M-V/def2-TZVPD
C 0.58773 -0.52532 0.43656
C -0.34164 1.08138 2.64588
C -0.80804 -0.58888 -1.57985
N 0.21379 1.37674 1.63592
N 0.40922 -0.34990 -0.79925
O 1.29846 0.31470 -1.59604
O -1.04798 1.00570 3.57945
H -0.26465 -0.99194 0.96176
H -1.24574 0.30541 -1.89078
H -1.44439 -1.15721 -0.90518
H -0.39854 -1.15651 -2.57325
H 2.13802 0.24377 -1.05864
H 0.90377 0.44207 1.14344
```

=====

It turns out a is the most stable, with the second structure 0.0325 hartree higher.

=====

a.
This record from the Open Molecules 2025 dataset describes an isolated molecule of C4H5NO. The level of theory is ωB97M-V/def2-TZVPD.

Calculated values
LUMO level: 0.90 eV
total charge: 0
SMILES string: CC#CC(N)=O
Kohn-Sham gap: 10.606 eV

Geometry as XYZ:
```
11
C4H5NO | the Open Molecules 2025 dataset | ωB97M-V/def2-TZVPD
C -2.17399 -0.04389 0.05687
C -0.91447 0.65147 0.21796
C 0.25738 0.88131 0.43251
C 1.32345 -0.13842 0.37093
N 2.27452 0.10740 -0.56238
O 1.24613 -1.17127 1.00651
H -2.13010 -0.60454 -0.88387
H -3.04473 0.60808 0.05517
H -2.23945 -0.76446 0.87952
H 3.02275 -0.56115 -0.63790
H 2.37851 1.03546 -0.93531
```

=====

b.
This record from the Open Molecules 2025 dataset describes an isolated molecule of C4H5NO. The level of theory is ωB97M-V/def2-TZVPD.

Calculated values
LUMO level: 0.96 eV
total charge: 0
SMILES string: O=C1CN2C[C@@H]12
Kohn-Sham gap: 10.452 eV

Geometry as XYZ:
```
11
C4H5NO | the Open Molecules 2025 dataset | ωB97M-V/def2-TZVPD
O -0.25829 -1.98492 -1.47071
C -0.07668 -1.09451 -0.69251
C 0.93353 -0.59478 0.64034
N -0.07893 0.41810 0.88421
C -0.20318 1.27436 -0.27575
C -0.99518 0.01232 -0.17785
H 0.86324 -1.38050 1.40785
H 1.93795 -0.12979 0.76193
H 0.55597 1.28741 -1.06080
H -0.61388 2.24682 -0.02124
H -2.06454 -0.05451 0.00453
```

=====

c.
This record from the Open Molecules 2025 dataset describes an isolated molecule of C4H5NO. The level of theory is ωB97M-V/def2-TZVPD.

Calculated values
LUMO level: 1.00 eV
total charge: 0
SMILES string: [H]/N=C/OCC#C
Kohn-Sham gap: 10.965 eV

Geometry as XYZ:
```
11
C4H5NO | the Open Molecules 2025 dataset | ωB97M-V/def2-TZVPD
H -2.84544 -0.45146 0.49192
N -1.91709 -0.49069 0.13563
C -1.61182 0.72094 0.03384
O -0.40068 0.90865 -0.34250
C 0.39773 -0.56318 -0.35117
C 1.69567 -0.15246 0.02477
C 2.79104 0.17116 0.33222
H -2.23769 1.57552 0.28539
H 0.26955 -0.71841 -1.40920
H 0.08888 -1.46579 0.19850
H 3.76984 0.46572 0.60061
```

=====

It turns out a is the most stable, with the second structure 0.0297 hartree higher.

=====

a.
This record from the Open Molecules 2025 dataset describes a cluster of 3 separate species, C4H14NO3 in total. The level of theory is ωB97M-V/def2-TZVPD.

Calculated values
LUMO level: -3.22 eV
total charge: +1
Kohn-Sham gap: 10.974 eV

Geometry as XYZ:
```
22
C4H14NO3 | the Open Molecules 2025 dataset | ωB97M-V/def2-TZVPD
O 0.11462 -2.29375 -1.98587
C -0.78720 -1.97132 -1.25843
C -0.64477 -0.84823 -0.26398
N 0.10808 0.29494 -0.85270
C 1.59767 0.33245 -0.60004
C 1.85249 0.63608 0.85706
H -1.72634 -2.54490 -1.30157
H -1.60498 -0.54630 0.12999
H -0.10734 -1.28487 0.58289
H -0.26992 1.13883 -0.40787
H -0.01944 0.27282 -1.86656
H 1.88297 1.19014 -1.20497
H 2.06216 -0.61763 -0.83398
H 2.92334 0.66969 1.07303
H 1.51676 -0.12417 1.56615
H 1.44767 1.60575 1.14890
H -1.64068 -1.80244 2.62783
H -0.34791 -1.01096 3.01679
O -0.68067 -1.75906 2.51356
H -1.88920 3.39362 -0.35199
H -2.02437 2.70287 -1.75123
O -1.76293 2.56643 -0.83700
```

=====

b.
This record from the Open Molecules 2025 dataset describes a cluster of 4 separate species, C4H14NO3 in total. The level of theory is ωB97M-V/def2-TZVPD.

Calculated values
LUMO level: -4.12 eV
total charge: +1
Kohn-Sham gap: 9.636 eV

Geometry as XYZ:
```
22
C4H14NO3 | the Open Molecules 2025 dataset | ωB97M-V/def2-TZVPD
C -1.66430 -0.39066 2.04493
C -0.28549 -0.27878 1.51497
C -0.06698 0.00931 0.24135
N 1.36487 0.01597 -0.14642
C 1.71987 0.45755 -1.27245
H -1.88619 0.41716 2.75219
H -2.43646 -0.22118 1.28561
H -1.80427 -1.44977 2.52870
H 0.61274 -0.27438 2.12895
H -0.75147 0.26869 -0.55280
H 2.06596 -0.46964 0.42115
H 2.74259 0.48752 -1.61378
H 1.18199 0.90833 -2.11759
H 3.59104 0.66064 2.41193
H 3.25634 -0.59462 2.99132
O 3.03992 -0.10325 2.17504
H -0.83812 2.27323 -2.66623
H -1.38708 1.32005 -3.66705
O -0.56597 1.50286 -3.18587
H -3.20724 -1.68645 -1.82682
H -3.35344 -1.85645 -0.24577
O -3.16963 -1.25528 -0.96995
```

=====

It turns out a is the most stable, with the second structure 0.0327 hartree higher.